1.
The following is a quantum chemistry calculation of a molecular structure, C46H44BrN8OPbSi, from OMol25.

Computed properties:
Kohn-Sham gap, eV: 6.103
Total charge: -1
Lowest unoccupied orbital energy, hartree: 0.083
2S+1: 1
ΔE to the lowest compared entry with this formula, charge and spin, kcal per mole: 0.0
Highest occupied orbital energy, hartree: -0.1414

Positions of all 102 atoms, in Å:
Pb  -0.513  -0.199  -0.125
Br  4.068  -7.928  2.175
Si  -0.319  -2.581  -1.594
O  -2.112  -1.618  1.217
N  1.731  1.094  0.042
N  -3.853  1.579  -1.703
N  0.453  1.373  -2.316
N  0.099  1.539  2.224
N  0.559  -1.533  1.757
N  -0.482  -4.163  5.839
N  -3.275  0.438  -1.309
N  0.492  -4.914  6.060
C  -0.607  2.598  1.523
C  3.832  0.281  -3.518
C  1.968  -4.049  -0.585
C  -0.572  1.181  3.458
C  -0.341  0.973  -3.465
C  -5.180  0.016  -2.443
C  0.315  -1.975  -6.235
C  0.312  2.792  -2.036
C  1.643  -6.630  2.949
C  -1.149  -2.173  -4.337
C  4.444  0.030  -2.299
C  0.217  -2.838  3.768
C  2.306  -6.416  -0.833
C  -0.964  -1.964  -5.698
C  2.402  -2.006  3.173
C  2.298  1.641  1.158
C  2.517  0.732  -3.518
C  3.605  2.176  1.243
C  0.835  -5.894  3.799
C  3.389  2.672  3.590
C  2.950  -6.903  3.320
C  4.139  2.662  2.424
C  -2.078  -3.239  4.423
C  1.503  1.806  2.324
C  0.716  -4.126  -1.200
C  -4.071  -0.518  -1.754
C  1.317  -5.453  5.033
C  -0.262  -2.200  2.602
C  2.758  -5.178  -0.402
C  3.458  -6.451  4.526
C  1.593  -2.673  4.048
C  2.633  -5.741  5.381
C  -0.071  -2.397  -3.477
C  2.060  2.274  3.505
C  -5.000  1.376  -2.383
C  1.844  -1.463  2.011
C  1.056  -6.520  -1.432
C  0.275  -5.388  -1.609
C  -1.697  -2.144  2.284
C  -0.722  -3.450  4.663
C  1.403  -2.199  -5.401
C  3.768  0.277  -1.114
C  -2.565  -2.645  3.279
C  1.208  -2.404  -4.043
C  1.830  0.960  -2.335
C  2.471  0.814  -1.089
H  -1.528  0.709  3.222
H  0.615  3.405  -2.901
H  2.001  -3.043  4.975
H  3.004  -5.399  6.339
H  2.004  0.878  -4.460
H  3.727  -5.092  0.075
H  -3.422  2.454  -1.457
H  -3.822  -1.546  -1.548
H  3.808  3.008  4.529
H  3.453  -1.865  3.383
H  -0.103  -0.049  -3.746
H  -1.400  1.015  -3.197
H  -0.059  2.863  0.618
H  2.406  -2.210  -5.810
H  -5.585  2.194  -2.764
H  2.920  -7.297  -0.693
H  2.447  -0.917  1.296
H  4.210  2.218  0.348
H  -5.985  -0.517  -2.914
H  4.358  0.121  -4.451
H  -2.761  -3.621  5.172
H  -2.156  -2.163  -3.933
H  0.930  3.055  -1.178
H  -1.820  -1.792  -6.340
H  1.433  2.332  4.386
H  0.030  0.468  4.019
H  1.259  -6.973  1.998
H  4.482  -6.667  4.800
H  -0.732  3.024  -1.800
H  0.697  -7.483  -1.776
H  -0.696  -5.481  -2.081
H  2.336  -3.086  -0.247
H  -1.722  -3.131  -1.573
H  -0.775  2.051  4.103
H  5.154  3.043  2.426
H  0.463  -1.819  -7.296
H  -0.187  1.626  -4.338
H  -1.604  2.249  1.239
H  -3.628  -2.545  3.107
H  5.452  -0.369  -2.264
H  -0.184  -5.672  3.510
H  2.070  -2.571  -3.406
H  -0.716  3.498  2.151
H  4.241  0.025  -0.174

2.
The following is a quantum chemistry calculation of a molecular structure, C46H44ClN2O7P3Ta, from OMol25.

Computed properties:
Kohn-Sham gap, eV: 7.456
Total charge: +3
Lowest unoccupied orbital energy, hartree: -0.308
2S+1: 1
ΔE to the lowest compared entry with this formula, charge and spin, kcal per mole: 5.0
Highest occupied orbital energy, hartree: -0.5816

Positions of all 104 atoms, in Å:
Ta  -0.174  -1.029  1.391
Cl  0.227  -0.087  4.102
P  -2.525  -0.911  0.084
P  2.830  -0.004  0.377
P  0.582  1.994  -0.008
O  0.165  2.805  2.770
O  0.751  -2.504  2.619
O  -0.261  0.739  0.389
O  -1.032  -0.304  3.200
O  1.177  0.028  2.939
O  0.113  1.117  4.843
O  1.624  -0.978  0.447
N  -1.884  -2.542  2.420
N  1.799  -4.465  2.868
C  5.214  0.353  -2.854
C  -3.128  -2.919  -3.444
C  -3.784  2.832  1.017
C  5.560  0.132  3.391
C  -5.911  -2.889  1.207
C  0.702  2.111  -1.781
C  -0.555  4.483  -0.358
C  4.097  -0.396  1.559
C  4.723  0.409  -1.560
C  -1.293  5.882  1.443
C  -3.220  1.569  1.076
C  -0.194  -2.886  0.191
C  2.232  1.690  0.688
C  -4.072  -3.695  2.544
C  -0.131  3.514  0.564
C  -0.479  1.988  -2.519
C  0.936  -3.816  0.659
C  -0.870  4.945  2.372
C  4.725  -1.637  1.412
C  -3.243  -2.761  1.943
C  1.173  -3.592  2.117
C  -1.201  -1.507  -3.705
C  1.889  2.463  -2.422
C  -4.368  3.278  -0.164
C  2.732  -0.777  -2.270
C  4.521  0.491  2.547
C  3.238  -0.842  -3.558
C  -5.073  -1.974  0.594
C  4.472  -0.273  -3.850
C  1.902  2.657  -3.794
C  -0.459  2.177  -3.890
C  3.476  -0.149  -1.273
C  -1.340  -1.079  -2.396
C  0.732  2.510  -4.528
C  -3.237  0.743  -0.049
C  -2.389  -1.553  -1.605
C  -4.399  2.455  -1.281
C  -3.276  -2.486  -2.131
C  -3.724  -1.928  0.944
C  -1.136  5.656  0.079
C  -2.099  -2.428  -4.233
C  -0.289  3.768  1.930
C  5.754  -1.993  2.264
C  -3.836  1.186  -1.226
C  -5.403  -3.764  2.162
C  6.172  -1.107  3.252
H  -6.959  -2.928  0.941
H  5.898  0.822  4.152
H  6.181  0.780  -3.084
H  1.767  -1.213  -2.039
H  -0.009  -2.601  -0.846
H  -4.813  4.264  -0.206
H  -6.056  -4.487  2.632
H  0.021  3.047  3.695
H  4.429  -2.310  0.612
H  2.675  -1.342  -4.335
H  1.977  -4.270  3.844
H  -0.977  5.130  3.434
H  -3.826  -3.640  -3.848
H  4.056  1.462  2.668
H  -3.694  -4.343  3.326
H  -5.461  -1.296  -0.157
H  -1.146  -3.418  0.189
H  -1.739  6.805  1.789
H  -1.980  -2.066  3.314
H  -4.083  -2.888  -1.534
H  2.140  1.859  1.762
H  6.990  -1.380  3.907
H  5.317  0.871  -0.778
H  -4.875  2.792  -2.193
H  1.873  -3.563  0.155
H  -1.373  2.077  -4.461
H  -3.779  3.467  1.893
H  -0.394  -1.119  -4.315
H  6.250  -2.947  2.147
H  0.746  2.667  -5.598
H  -0.630  -0.369  -1.989
H  0.753  -4.873  0.455
H  -1.452  6.401  -0.637
H  2.947  2.411  0.284
H  4.865  -0.328  -4.856
H  2.121  -5.343  2.489
H  -1.451  -3.436  2.632
H  2.813  2.591  -1.872
H  -0.420  4.321  -1.418
H  -1.413  1.756  -2.019
H  -2.771  1.227  2.004
H  -3.875  0.543  -2.098
H  -1.993  -2.764  -5.255
H  2.823  2.933  -4.290

3.
The following is a quantum chemistry calculation of a molecular structure, C46H45Cl3CuN4O2P2S3, from OMol25.

Computed properties:
Kohn-Sham gap, eV: 4.764
Total charge: -1
Lowest unoccupied orbital energy, hartree: 0.063
2S+1: 1
ΔE to the lowest compared entry with this formula, charge and spin, kcal per mole: 0.0
Highest occupied orbital energy, hartree: -0.1120

Positions of all 106 atoms, in Å:
Cu  -1.590  0.661  -1.092
Cl  7.761  1.171  -1.400
Cl  6.634  -2.261  1.005
Cl  5.918  1.826  3.582
S  -2.830  -2.038  -0.650
S  8.500  -2.653  -1.266
S  -3.199  2.883  -0.320
P  -2.606  1.722  1.226
P  -1.857  -1.145  0.883
O  -2.006  0.757  -3.087
O  4.146  -0.797  -2.344
N  0.613  1.221  -1.461
N  -3.965  -0.282  -3.567
N  2.638  1.651  -2.223
N  -2.108  -0.546  -4.958
C  6.017  -2.145  -1.680
C  -1.468  0.497  0.947
C  -4.635  0.433  -2.487
C  -5.292  0.969  1.505
C  -5.177  0.616  4.252
C  0.987  2.477  -1.046
C  -6.360  0.357  3.572
C  -0.497  2.778  2.790
C  -4.104  1.240  2.178
C  -4.057  1.049  3.557
C  -6.413  0.529  2.195
C  -2.533  4.032  2.881
C  -0.224  -2.012  1.027
C  -0.671  -0.414  -5.078
C  2.230  -3.309  1.398
C  -4.465  -2.720  3.700
C  0.928  -1.282  1.288
C  3.916  1.479  -2.872
C  5.602  1.445  1.916
C  -1.930  4.968  3.705
C  -1.944  -1.579  3.654
C  4.813  0.445  -2.193
C  2.234  2.764  -1.511
C  1.604  0.766  -2.178
C  6.652  1.444  1.018
C  -2.632  -1.760  2.453
C  -1.825  2.923  2.415
C  4.096  0.810  0.185
C  -4.531  -1.579  -3.900
C  -2.498  -1.979  4.861
C  -0.132  -3.400  0.935
C  6.398  1.126  -0.308
C  -2.822  -0.444  -6.217
C  5.126  0.799  -0.757
C  0.121  3.725  3.606
C  1.083  -4.046  1.116
C  -2.671  0.026  -3.819
C  7.968  -2.545  -2.889
C  -3.765  -2.553  4.886
C  -0.592  4.821  4.067
C  2.147  -1.927  1.483
C  4.557  -1.859  -1.503
C  6.921  -2.329  -0.686
C  4.317  1.134  1.514
C  6.641  -2.276  -2.963
C  -3.897  -2.330  2.491
H  -2.496  5.821  4.061
H  -1.947  -1.838  5.783
H  -5.329  1.132  0.434
H  -7.332  0.325  1.658
H  -4.803  -2.091  -2.974
H  -2.507  0.450  -6.771
H  1.160  3.600  3.887
H  -2.627  -1.318  -6.844
H  1.137  -5.126  1.045
H  3.033  -1.348  1.722
H  -0.217  -0.493  -4.096
H  3.179  -3.811  1.552
H  4.414  2.449  -2.870
H  -3.800  -2.189  -4.422
H  -4.430  -2.468  1.557
H  -0.293  -1.214  -5.718
H  -5.458  -3.152  3.714
H  2.878  3.617  -1.383
H  7.655  1.682  1.340
H  -5.123  0.469  5.325
H  -5.427  -1.478  -4.520
H  -0.381  0.552  -5.511
H  3.780  1.168  -3.909
H  -4.315  0.057  -1.512
H  -5.709  0.283  -2.611
H  -0.964  -1.113  3.636
H  3.501  1.136  2.225
H  0.831  -0.202  1.348
H  -3.133  1.240  4.092
H  4.309  -1.672  -0.460
H  -4.206  -2.858  5.828
H  -1.028  -3.968  0.709
H  -3.565  4.163  2.576
H  -0.114  5.559  4.700
H  3.094  0.541  -0.127
H  6.099  -2.161  -3.892
H  -4.404  1.494  -2.529
H  5.731  0.426  -2.788
H  0.033  1.903  2.427
H  0.325  3.075  -0.437
H  1.668  -0.212  -2.626
H  3.966  -2.717  -1.824
H  8.669  -2.682  -3.697
H  -3.892  -0.375  -6.045
H  -7.233  0.011  4.113

4.
The following is a quantum chemistry calculation of a molecular structure, C46H45IN4OPTc, from OMol25.

Computed properties:
Kohn-Sham gap (spin up / spin down), eV: 6.564 / 5.983
Total charge: +1
Lowest unoccupied orbital energy (spin up / spin down), hartree: -0.112 / -0.135
2S+1: 4
⟨S²⟩: 3.80
ΔE to the lowest compared entry with this formula, charge and spin, kcal per mole: 0.0
Highest occupied orbital energy (spin up / spin down), hartree: -0.3533 / -0.3548

Positions of all 99 atoms, in Å:
I  -3.283  -0.096  0.491
Tc  0.162  -0.048  1.448
P  -1.059  0.196  -2.046
O  -0.328  -1.766  0.818
N  1.954  -0.496  0.542
N  0.008  -1.106  3.194
N  0.634  1.602  0.340
N  -0.503  1.299  2.838
C  4.962  1.319  -0.707
C  1.230  3.297  -3.530
C  -1.171  2.580  2.569
C  2.436  -1.867  0.360
C  2.670  -2.301  2.913
C  -2.566  -0.195  -3.065
C  2.458  3.060  -0.216
C  0.025  -2.560  3.066
C  -3.286  -0.582  -5.369
C  0.063  -0.428  4.325
C  -1.445  2.618  -3.364
C  0.644  0.772  7.201
C  0.854  2.078  -2.980
C  0.347  -0.541  6.830
C  0.327  -3.576  -2.515
C  0.079  -1.060  5.588
C  1.187  -1.082  -3.359
C  -0.093  1.014  4.108
C  -6.309  -0.555  -3.275
C  -0.580  -4.138  1.111
C  1.933  1.792  0.074
C  -1.072  3.843  -3.890
C  1.439  -3.157  3.252
C  -0.461  3.448  1.541
C  0.574  1.880  6.391
C  3.265  -2.426  1.512
C  0.014  -1.178  -2.619
C  0.271  4.185  -3.990
C  -4.584  -0.632  -4.970
C  -4.932  -0.488  -3.606
C  -5.763  -0.270  -0.977
C  -0.486  1.703  -2.914
C  -4.427  -0.202  -1.268
C  1.505  -3.468  -3.248
C  -0.401  -2.445  -2.196
C  -0.322  2.694  0.224
C  -6.726  -0.437  -1.990
C  -0.729  -2.773  1.744
C  1.927  -2.219  -3.669
C  2.691  0.540  0.119
C  4.856  2.691  -0.859
C  4.032  0.391  -0.274
C  0.190  1.991  5.052
C  -2.295  -0.356  -4.403
C  3.725  3.450  -0.614
C  -3.926  -0.286  -2.609
H  5.936  0.898  -0.935
H  -1.312  -2.545  -1.614
H  -0.024  -4.549  -2.194
H  2.075  -4.352  -3.501
H  -1.265  -0.300  -4.734
H  1.552  -2.476  0.193
H  2.467  -1.248  3.128
H  -7.019  -0.704  -4.078
H  -0.097  -2.127  5.557
H  -0.059  3.339  -0.616
H  0.524  3.750  1.911
H  -1.050  4.354  1.385
H  5.741  3.218  -1.190
H  3.005  -1.917  -0.571
H  1.755  3.876  -0.133
H  1.486  -4.111  2.722
H  -1.321  3.118  3.503
H  -1.834  4.529  -4.238
H  3.834  4.517  -0.774
H  -1.227  -4.205  0.238
H  -1.792  -2.613  1.969
H  -2.497  2.367  -3.315
H  3.445  -3.481  1.284
H  0.926  0.933  8.233
H  0.824  2.823  6.864
H  0.350  -1.267  7.636
H  3.457  -2.582  3.615
H  -5.381  -0.789  -5.686
H  1.630  1.432  -2.580
H  0.564  5.131  -4.424
H  1.525  -0.128  -3.746
H  0.153  3.007  4.683
H  2.828  -2.121  -4.261
H  -0.874  -4.919  1.815
H  0.443  -4.332  0.786
H  4.249  -1.949  1.530
H  -3.014  -0.701  -6.409
H  2.281  3.550  -3.595
H  -7.775  -0.486  -1.730
H  -0.617  -2.998  3.837
H  1.519  -3.415  4.310
H  -6.089  -0.205  0.051
H  4.415  -0.616  -0.204
H  -2.170  2.344  2.188
H  -1.283  2.244  -0.038

| no. | electronic energy (eV) |
| --- | --- |
| 1 | -145552.981 |
| 2 | -107648.565 |
| 3 | -191781.905 |
| 4 | -76022.275 |